Entry 1:
{"formula": "C4H9AuLiO4", "method": "the ωB97M-V functional and the def2-TZVPD basis", "orbital_gap_ev": [8.4, 6.5], "total_charge": 1, "de_lowest_kj_mol": 565.07, "spin_multiplicity": 3, "e_lumo_ev": [-4.2980, -5.9292], "homo_ev": [-12.68, -12.46], "elements": ["H", "O", "C", "H", "Au", "H", "C", "O", "H", "H", "C", "H", "O", "H", "C", "H", "Li", "H", "O"], "xyz": [[1.837641, -1.082409, -2.490215], [-2.530493, -0.090599, 0.400943], [0.283998, 0.006659, 2.432246], [0.432258, -2.209170, -2.426964], [-0.823707, -1.191554, 0.237471], [0.295589, -0.643709, -3.310562], [0.668864, 0.792867, -1.014569], [0.290844, -0.576304, -1.238345], [-0.497366, 1.789283, 1.068285], [-1.310050, 1.694022, -0.096410], [0.100922, 1.255052, 0.309847], [0.290291, 1.398441, -1.851689], [-0.787168, -0.805194, 2.173336], [1.072837, -0.462036, 3.046762], [0.741344, -1.158115, -2.447224], [1.769988, 0.838922, -1.044319], [-2.699759, -1.026919, 1.992658], [-0.059334, 0.910803, 2.980659], [0.923302, 0.559961, 1.278090]], "forces_ev_per_a": [[-0.30, -0.10, -0.06], [-0.86, 0.70, -0.65], [0.38, 1.88, 1.37], [0.14, 0.35, -0.06], [-1.29, -2.05, 0.75], [0.09, -0.15, 0.25], [0.36, 2.49, -1.18], [1.24, 0.90, -1.95], [1.06, 2.71, -1.08], [-0.14, -3.06, 0.41], [0.52, -0.65, 1.71], [0.03, -0.17, 0.20], [-0.61, -0.78, 1.67], [-0.18, -0.04, -0.63], [0.57, -0.26, -0.98], [-0.36, -0.03, 0.35], [0.23, 0.47, 0.56], [-0.19, -0.45, 0.18], [-0.68, -1.77, -0.83]]}

***

Entry 2:
{"formula": "C4H9B", "method": "the ωB97M-V functional and the def2-TZVPD basis", "orbital_gap_ev": 10.5, "total_charge": 0, "smiles": "C=CB(C)C", "de_lowest_kj_mol": 44.02, "e_lumo_ev": 0.5078, "homo_ev": -10.00, "elements": ["B", "H", "C", "H", "C", "H", "H", "H", "C", "H", "C", "H", "H", "H"], "xyz": [[-0.064183, -0.124108, 0.375480], [1.886685, -1.377114, 0.283297], [-1.134184, -0.748520, 1.414471], [-0.078850, 1.859687, -0.838664], [-0.618645, 1.264203, -0.062297], [2.743999, -0.891590, -1.809219], [-1.631573, 0.218630, 1.796504], [-0.687158, -1.315988, 2.178542], [1.275107, -0.741157, -0.240045], [-1.549800, 1.213327, -0.415851], [1.849645, -0.348203, -1.413951], [-1.886312, -1.354816, 1.024744], [-0.588840, 1.917463, 0.829807], [1.327170, 0.391626, -2.147821]], "forces_ev_per_a": [[-0.54, -0.65, -0.63], [1.05, -1.95, 1.42], [1.25, 3.18, -0.04], [0.04, -0.59, 0.47], [4.73, 1.77, 0.17], [-0.72, 0.78, 0.42], [0.49, -1.83, 0.01], [0.56, -0.59, 1.35], [-0.77, 2.67, -1.65], [-4.09, -0.33, -0.95], [-1.49, 0.07, -0.72], [-1.29, -0.97, -1.13], [-0.27, -0.24, -0.21], [1.07, -1.33, 1.48]]}

***

Entry 3:
{"formula": "C4H9BF2O6PS", "method": "the ωB97M-V functional and the def2-TZVPD basis", "orbital_gap_ev": 8.5, "total_charge": -1, "e_lumo_ev": 2.3336, "homo_ev": -6.21, "elements": ["H", "C", "H", "O", "H", "C", "B", "O", "H", "H", "O", "O", "H", "F", "O", "C", "O", "H", "F", "C", "H", "P", "H", "S"], "xyz": [[-0.355241, 0.593138, -0.529829], [-2.959709, -2.474636, -3.372398], [-1.673683, -0.735693, -2.258264], [2.119495, 2.118354, 1.571581], [-3.650650, -1.643571, -3.528524], [0.960342, 2.572294, 1.984244], [3.210764, 2.473936, 2.555168], [0.720668, -2.781535, -0.385579], [-2.681463, -2.471103, -0.933128], [1.004543, -0.228418, -1.389148], [0.325426, 3.814498, 4.004492], [-1.115882, -1.740545, 0.996423], [1.054557, 0.038551, 0.380814], [3.799015, 1.330466, 3.055415], [-0.091800, 2.464634, 1.408953], [0.414214, -0.174549, -0.475250], [2.460779, 3.205211, 3.635043], [-2.398981, -2.644114, -4.293537], [4.135468, 3.309896, 1.955774], [1.183814, 3.284449, 3.351046], [-3.543587, -3.370338, -3.151080], [-1.787471, -2.117503, -1.970029], [-0.804261, -3.051372, -2.384248], [-0.326357, -1.772048, -0.227941]], "forces_ev_per_a": [[0.01, 0.00, 0.07], [-0.01, -0.01, 0.02], [0.07, -0.02, -0.03], [0.06, -0.05, -0.03], [0.00, -0.02, 0.04], [0.00, 0.05, 0.07], [-0.15, 0.04, 0.01], [-0.03, 0.05, 0.08], [0.01, 0.05, 0.02], [0.02, 0.07, 0.03], [0.03, -0.01, 0.01], [0.03, -0.03, 0.02], [0.02, 0.01, -0.04], [0.01, -0.01, 0.00], [-0.03, 0.02, -0.01], [0.09, -0.07, 0.13], [0.09, -0.01, 0.04], [-0.02, 0.05, -0.03], [0.01, 0.00, 0.00], [-0.07, -0.02, -0.16], [0.04, -0.04, -0.03], [-0.18, -0.04, -0.02], [0.01, 0.01, 0.00], [-0.04, -0.02, -0.19]]}

***

Entry 4:
{"formula": "C4H9BN2", "method": "the ωB97M-V functional and the def2-TZVPD basis", "orbital_gap_ev": 8.1, "total_charge": 0, "smiles": "CN1BN(C)C=C1", "de_lowest_kj_mol": 87.91, "e_lumo_ev": 0.8849, "homo_ev": -7.20, "elements": ["C", "H", "N", "H", "H", "C", "H", "H", "H", "C", "B", "H", "H", "H", "C", "N"], "xyz": [[1.008285, -0.636929, 0.803537], [-2.727771, -1.543531, -0.073406], [0.877453, 0.638617, 0.268725], [-0.232144, -2.427049, 0.465376], [2.126062, 2.136047, -0.424121], [-2.168754, -1.102840, -0.963208], [-2.604865, -0.235104, -1.359746], [-0.917876, 1.700520, -1.145783], [1.311215, 2.244919, 1.223410], [1.945402, 1.698166, 0.577030], [-0.266186, 0.928682, -0.392699], [1.872186, -0.908497, 1.383606], [-1.965071, -1.892088, -1.717037], [2.866476, 1.373206, 1.124740], [-0.102329, -1.356980, 0.449625], [-1.022083, -0.617139, -0.220048]], "forces_ev_per_a": [[-1.16, -0.67, -0.51], [-0.55, 0.23, -1.80], [3.57, 1.25, 1.27], [0.04, -0.18, 0.60], [0.35, 0.29, 1.04], [0.68, -1.95, 3.02], [-1.10, 0.76, -0.71], [1.31, -0.40, 1.22], [0.43, 1.81, 0.66], [-1.22, -1.55, -1.04], [-4.61, -3.93, -1.59], [-0.02, -0.09, -0.07], [0.03, 0.58, 0.34], [-0.97, -0.18, -0.82], [0.23, -0.20, -0.38], [3.00, 4.24, -1.23]]}

***

Repeat the third record exactly.
{"formula": "C4H9BF2O6PS", "method": "the ωB97M-V functional and the def2-TZVPD basis", "orbital_gap_ev": 8.5, "total_charge": -1, "e_lumo_ev": 2.3336, "homo_ev": -6.21, "elements": ["H", "C", "H", "O", "H", "C", "B", "O", "H", "H", "O", "O", "H", "F", "O", "C", "O", "H", "F", "C", "H", "P", "H", "S"], "xyz": [[-0.355241, 0.593138, -0.529829], [-2.959709, -2.474636, -3.372398], [-1.673683, -0.735693, -2.258264], [2.119495, 2.118354, 1.571581], [-3.650650, -1.643571, -3.528524], [0.960342, 2.572294, 1.984244], [3.210764, 2.473936, 2.555168], [0.720668, -2.781535, -0.385579], [-2.681463, -2.471103, -0.933128], [1.004543, -0.228418, -1.389148], [0.325426, 3.814498, 4.004492], [-1.115882, -1.740545, 0.996423], [1.054557, 0.038551, 0.380814], [3.799015, 1.330466, 3.055415], [-0.091800, 2.464634, 1.408953], [0.414214, -0.174549, -0.475250], [2.460779, 3.205211, 3.635043], [-2.398981, -2.644114, -4.293537], [4.135468, 3.309896, 1.955774], [1.183814, 3.284449, 3.351046], [-3.543587, -3.370338, -3.151080], [-1.787471, -2.117503, -1.970029], [-0.804261, -3.051372, -2.384248], [-0.326357, -1.772048, -0.227941]], "forces_ev_per_a": [[0.01, 0.00, 0.07], [-0.01, -0.01, 0.02], [0.07, -0.02, -0.03], [0.06, -0.05, -0.03], [0.00, -0.02, 0.04], [0.00, 0.05, 0.07], [-0.15, 0.04, 0.01], [-0.03, 0.05, 0.08], [0.01, 0.05, 0.02], [0.02, 0.07, 0.03], [0.03, -0.01, 0.01], [0.03, -0.03, 0.02], [0.02, 0.01, -0.04], [0.01, -0.01, 0.00], [-0.03, 0.02, -0.01], [0.09, -0.07, 0.13], [0.09, -0.01, 0.04], [-0.02, 0.05, -0.03], [0.01, 0.00, 0.00], [-0.07, -0.02, -0.16], [0.04, -0.04, -0.03], [-0.18, -0.04, -0.02], [0.01, 0.01, 0.00], [-0.04, -0.02, -0.19]]}